Entry 1:
77
Properties=species:S:1:pos:R:3:lowdin_charge:R:1 method="wB97M-V/def2-TZVPD" total_charge=-2 relative_energy_ev=0.0000 e_homo_ev=-1.16 gap_ev=5.452
P 3.187 0.571 -0.074 0.3284
C -0.599 3.889 3.535 -0.0262
N 3.928 -0.359 -2.442 0.1196
H 4.507 0.405 -2.037 0.1047
O 4.571 1.079 -0.347 -0.3345
C -4.298 4.250 0.594 -0.0933
H -2.982 -4.217 2.887 0.0968
H -0.885 -3.149 2.212 0.0941
S 0.013 0.116 2.082 0.7295
C -0.837 -5.808 0.111 -0.0848
C -0.359 -4.604 0.702 -0.3507
P -2.156 0.927 -0.549 1.0473
Fe 0.041 1.146 -0.166 0.1636
H -5.210 -3.861 -0.786 0.0970
C 3.041 -0.838 -1.305 -0.4511
C -3.623 3.322 -0.191 -0.0704
H 3.721 -2.879 -1.509 0.0803
H -3.143 1.767 -2.680 0.0871
O -0.139 2.546 -1.602 -0.1049
H -2.355 -7.318 0.011 0.0873
O 1.646 -0.572 -3.530 -0.3296
C -3.207 2.111 0.357 -0.3283
C -0.486 1.893 4.946 -0.5855
H -0.321 4.241 0.184 0.1259
C -5.285 -1.712 -0.744 -0.1042
O 1.180 -2.660 -2.190 -0.2003
H -4.612 5.191 0.156 0.0951
C -4.555 3.984 1.930 -0.1094
H -1.432 -1.876 -0.451 0.0866
H -3.401 3.558 -1.225 0.0964
P 1.375 -1.096 -2.146 0.3406
C 0.830 -3.957 0.278 -0.1238
F 0.265 2.582 5.851 0.1027
C -4.546 -0.543 -0.664 -0.0985
C -2.374 -4.666 2.112 -0.1524
F -1.758 1.954 5.434 0.1045
H -3.113 0.926 2.146 0.1072
H -5.048 0.418 -0.671 0.0995
C -2.166 1.508 -2.271 -0.2130
H -1.738 0.681 -2.843 0.0980
C 3.651 -2.111 -0.734 -0.0997
F -0.107 0.624 5.023 0.1243
C -3.463 1.855 1.706 -0.0922
C -1.190 -4.071 1.728 -0.0807
Cl -4.314 -6.594 1.973 0.5372
C -2.512 -1.829 -0.537 -0.0553
H 1.222 -3.212 0.968 0.0311
O 2.028 1.511 -0.205 -0.3184
C -4.132 2.782 2.487 -0.0888
C -1.173 2.685 -2.337 -0.7127
H -0.726 5.629 2.270 0.0962
H 3.233 -0.097 -3.192 0.0999
H 4.505 -1.120 -2.787 0.1408
C -2.798 -5.835 1.492 -0.7194
H 1.591 -4.601 -0.165 0.0371
H -0.776 4.429 4.457 0.1176
C -0.353 3.814 1.180 -0.0816
C -2.023 -6.405 0.492 -0.1667
O 0.281 -0.489 -1.312 -0.3682
H -4.309 2.574 3.535 0.0984
C -3.256 -3.000 -0.635 -0.0617
C -0.572 4.561 2.328 -0.0523
C -4.637 -2.943 -0.734 -0.0865
C -3.154 -0.595 -0.562 -0.3166
C -0.186 1.808 2.392 -0.6190
C -0.399 2.515 3.588 -0.1263
H -0.251 -6.262 -0.681 0.0973
H 2.239 -0.101 1.727 -0.0386
N -0.181 2.505 1.230 -0.0570
H -5.072 4.714 2.542 0.0897
H 0.883 -3.100 -1.298 0.0223
H -6.366 -1.665 -0.813 0.0896
H -2.750 -3.956 -0.611 0.0899
O -1.450 3.663 -3.035 -0.0230
H 3.022 -2.507 0.058 0.0528
O 3.144 -0.159 1.349 -0.1736
H 4.638 -1.907 -0.310 0.0824

=====

Entry 2:
16
Properties=species:S:1:pos:R:3:lowdin_charge:R:1 method="wB97M-V/def2-TZVPD" total_charge=+1 s_squared=2.01 relative_energy_ev=0.8196 e_homo_ev="-9.84 / -13.62" gap_ev="7.087 / 5.653" multiplicity=3
H -1.936 0.371 0.348 0.1636
H -1.488 0.794 -2.079 0.0641
C -1.239 -0.305 -0.188 -0.1758
C 1.020 0.094 -0.415 -0.6567
N 2.296 0.521 -0.274 0.0821
S 0.581 -0.376 -2.003 1.1661
H -0.165 1.021 2.406 0.1593
H 2.901 0.618 -1.059 0.0890
H -1.799 -0.863 -2.292 0.1106
H 2.741 0.555 0.616 0.0985
N -0.039 0.116 0.431 -0.1277
H -0.949 -0.543 2.065 0.0693
C -0.080 -0.004 1.841 -0.0099
H -1.495 -1.262 0.049 0.1143
H 0.832 -0.605 2.311 0.1648
C -1.181 -0.131 -1.756 -0.3115

=====

Entry 3:
70
Properties=species:S:1:pos:R:3:lowdin_charge:R:1 method="wB97M-V/def2-TZVPD" total_charge=+1 relative_energy_ev=0.7842 e_homo_ev="-10.95 / -10.94" gap_ev="3.718 / 3.696"
H -2.382 6.722 -4.963 0.1130
O 2.760 -7.387 -2.636 0.0943
N 2.305 -6.583 -3.415 -0.3604
C -0.679 2.184 -1.924 0.0342
H 3.116 -0.604 3.138 0.0365
H -0.871 -0.825 5.945 0.0274
H 0.673 -0.463 6.719 0.0500
O -0.136 -2.506 -5.043 0.0978
C -3.145 -1.536 0.656 -0.2153
H 2.861 -5.676 -0.966 0.1403
H -1.620 4.258 -3.621 0.1568
H -2.604 -2.472 4.548 0.0298
H -4.020 -2.160 0.456 0.0498
Pt 0.928 -0.954 0.426 1.0033
H -0.991 10.087 -2.688 0.1065
H -1.238 2.189 -2.849 0.1227
H 1.654 -3.259 3.515 0.0246
O 2.034 -6.777 -4.579 0.0901
H -0.091 0.740 5.679 0.0376
H 3.271 -0.197 4.852 0.0507
H -0.461 -3.873 1.566 0.0119
C -0.561 4.693 -1.818 -0.2852
Si 1.026 -1.035 4.366 0.3136
C -1.737 8.481 -3.910 -0.0731
C -1.069 9.013 -2.788 -0.0754
N 0.620 -2.058 -4.211 -0.3484
H 2.436 0.912 3.769 0.0308
C 0.743 1.998 0.386 -0.1214
C -1.870 7.124 -4.100 -0.0129
O 0.938 -0.896 -4.086 0.0874
C 2.487 -3.425 0.383 -0.5833
C 1.222 -2.880 4.441 -0.1836
C -3.176 -2.068 3.712 -0.2174
C 1.560 -2.652 -1.935 -0.2772
C 0.090 -0.329 5.804 -0.2079
H 1.309 1.872 1.297 0.0978
As -0.336 -0.758 2.394 1.0439
C 2.395 -4.926 -1.590 0.0699
Si -2.224 -2.204 2.124 0.3157
N -1.246 4.935 -2.980 0.1744
H -2.063 -4.384 1.006 0.0550
H -4.103 -2.641 3.638 0.0496
H -0.001 8.599 -0.966 0.1157
H 1.190 -4.564 -4.773 0.1397
H -2.515 -1.552 -0.236 0.0251
H -3.439 -1.034 3.940 0.0389
C 2.050 -5.220 -2.896 -0.1014
H -2.155 9.160 -4.641 0.1082
N 0.341 0.866 -0.224 -0.1969
H -1.635 -4.530 2.713 0.0482
C -0.640 6.817 -2.003 -0.2165
O 3.467 -3.974 0.817 0.1240
O 1.310 -1.485 -1.534 -0.1697
C -1.308 6.304 -3.122 -0.1822
H 0.272 -3.383 4.632 0.0348
H -0.638 0.042 -1.843 0.1105
C -0.271 3.358 -1.299 -0.0984
C -1.521 -3.907 1.825 -0.1672
C 2.606 -0.144 3.986 -0.2088
C -0.358 0.967 -1.363 -0.0960
C 0.459 3.243 -0.114 0.0268
N -0.186 5.783 -1.208 0.1886
C -0.516 8.198 -1.828 -0.0058
C 1.232 -3.038 -3.293 -0.0487
O 1.648 -2.717 1.084 -0.2976
C 2.137 -3.671 -1.083 -0.0314
C 1.456 -4.288 -3.762 0.0849
H -3.489 -0.514 0.820 0.0383
H 1.900 -3.133 5.262 0.0580
H 0.795 4.136 0.392 0.1250

=====

Entry 4:
19
Properties=species:S:1:pos:R:3:lowdin_charge:R:1 method="wB97M-V/def2-TZVPD" total_charge=+1 e_homo_ev=-12.12 gap_ev=5.461
H 0.467 -2.896 -0.432 0.0459
H -1.267 -2.523 -0.169 0.0509
H -2.731 1.254 1.922 0.1317
C 2.516 0.714 0.432 -0.1503
Pt -1.166 0.907 -2.352 0.8911
H 1.558 0.177 -1.425 0.0552
N -1.086 0.212 -0.558 -0.2775
H -0.224 -2.808 1.213 0.0481
H -2.442 2.924 -0.522 0.1324
P 0.059 -0.594 0.288 0.9742
H 2.229 1.744 0.222 0.0728
O -2.568 2.018 -0.833 0.0791
O -2.790 0.635 1.185 0.2000
B -2.162 0.982 0.037 -0.8773
H 2.233 -1.218 -0.541 0.0845
H 2.331 0.539 1.494 0.0638
C -0.253 -2.388 0.208 -0.2239
C 1.711 -0.266 -0.442 -0.3789
H 3.585 0.587 0.271 0.0781

=====

no.,E_tot (eV)
1,-143679.14132
2,-18098.18744
3,-128008.89622
4,-22062.79714